P.
Density functional theory data (the ωB97M-V functional and the def2-TZVPD basis) for the molecule C5H9NO2.

SMILES   CN[C@@H]1CC(=O)[C@@H]1O

ORCA input file:
```
! RIJCOSX wB97M-V def2-TZVPD def2/J DEFGRID3
* xyz 0 1
C -1.53924 -0.92614 -0.75700
N -1.36730 0.58172 -0.59063
C 0.08702 1.02942 -0.21518
C 1.19845 0.30246 -0.81896
C 1.84954 0.09433 0.58908
O 3.02342 -0.32058 0.88273
C 0.40703 0.41228 1.23540
O -0.38950 -0.80109 1.61347
H -2.55463 -1.06449 -1.37154
H -0.59687 -1.22482 -1.36116
H -1.60079 -1.47430 0.15332
H -1.82974 1.18731 -1.23060
H 0.11176 2.13818 0.02198
H 2.01693 0.78436 -1.43630
H 1.07265 -0.78984 -1.31198
H 0.18470 1.10600 2.12567
H -0.07342 -1.03481 2.47171
*
```

---

Q.
Density functional theory data (the ωB97M-V functional and the def2-TZVPD basis) for the molecule C5H9NO2.

SMILES   C=CC[C@@H](N)C(=O)O

ORCA input file:
```
! RIJCOSX wB97M-V def2-TZVPD def2/J DEFGRID3
* xyz 0 1
C 2.29411 0.11631 0.37343
C 1.33780 0.42399 1.22120
C -0.05481 -0.16588 1.14244
C -0.55486 -0.63549 -0.19799
N -1.96257 -1.00865 -0.07138
C -0.30971 0.31968 -1.36429
O 0.51753 0.19084 -2.21727
O -1.24023 1.30820 -1.41325
H 2.12226 -0.62700 -0.40013
H 3.32892 0.44029 0.40552
H 1.41786 1.07145 2.07953
H -0.13707 -1.00041 1.83927
H -0.73470 0.59815 1.52387
H -0.08943 -1.54973 -0.54693
H -2.42170 -0.57485 0.71800
H -2.47095 -0.80493 -0.92326
H -1.04247 1.89805 -2.16874
*
```

---

R.
Density functional theory data (the ωB97M-V functional and the def2-TZVPD basis) for a 2-piece molecular cluster, C5H9NO2 overall.

ORCA input file:
```
! RIJCOSX wB97M-V def2-TZVPD def2/J DEFGRID3
* xyz 0 1
C 0.99902 1.32026 -0.96722
C 0.95063 -0.27120 -1.27435
C -0.06634 -0.35440 -0.00820
C 0.42047 -0.89897 1.35082
C -1.40185 -0.93288 -0.45904
N 0.08060 1.07048 -0.06069
O 1.60181 2.24819 -1.39014
O -1.12032 2.30615 1.16053
H 0.57587 -0.60755 -2.29755
H 1.96606 -0.50988 -0.90913
H 1.48939 -0.72005 1.36264
H 0.30432 -1.96444 1.56514
H -0.01686 -0.29948 2.04841
H -2.12153 -0.46682 0.25913
H -1.56276 -1.98372 -0.30449
H -1.77342 -0.75539 -1.55849
H -0.32509 2.81972 1.48263
*
```

---

Most stable: Q (next structure +337.5 kJ/mol)

---

P.
Density functional theory data (the ωB97M-V functional and the def2-TZVPD basis) for CHNO3S as an isolated structure.

ORCA input file:
```
! RIJCOSX wB97M-V def2-TZVPD def2/J DEFGRID3
* xyz 0 1
C 0.87804 0.36212 -0.33794
N 0.94271 -1.06604 -0.16623
O -0.25183 -1.45469 0.09028
O -1.77569 0.25644 1.23681
O -0.21657 0.87908 -0.53296
S -1.52290 0.04159 -0.13179
H 1.94624 0.98150 -0.15817
*
```

---

Q.
Density functional theory data (the ωB97M-V functional and the def2-TZVPD basis) for a 2-piece molecular cluster, CHNO3S overall.

SMILES   O=C=S.O=NO

ORCA input file:
```
! RIJCOSX wB97M-V def2-TZVPD def2/J DEFGRID3
* xyz 0 1
O -0.39120 1.27852 0.74324
C -1.32017 0.64519 0.45514
S -2.68201 -0.14960 0.31202
O -0.12612 -1.03502 -0.17289
N 1.01619 -1.05142 0.17296
O 1.84905 -0.10101 -0.36813
H 1.65426 0.41334 -1.14234
*
```

---

R.
Density functional theory data (the ωB97M-V functional and the def2-TZVPD basis) for CHNO3S as an isolated structure.

ORCA input file:
```
! RIJCOSX wB97M-V def2-TZVPD def2/J DEFGRID3
* xyz 0 1
C 2.97059 0.19856 0.14693
N 1.14710 0.73084 0.47901
O 2.05272 -0.23161 1.06038
O 2.16313 1.05741 -0.43573
O -0.03498 -0.03998 -0.49624
S 4.44288 -0.31758 -0.16873
H 0.42086 -0.06455 -1.31914
*
```

---

Most stable: Q (next structure +165.3 kJ/mol)

---

P.
Density functional theory data (the ωB97M-V functional and the def2-TZVPD basis) for a 2-piece molecular cluster, C3H12N2OS overall.

⟨S²⟩   0.75

ORCA input file:
```
! RIJCOSX wB97M-V def2-TZVPD def2/J DEFGRID3
* xyz 1 2
C -0.67465 -0.63674 -0.59931
C -0.00644 -1.94442 -0.22622
S 0.21596 -2.04962 1.59705
N 0.16147 0.06100 -1.53915
C 1.40301 0.66867 -0.68014
N 1.93650 2.05524 -0.78313
H -0.80800 0.02044 0.19400
H -1.68076 -0.98893 -0.98640
H -0.36420 -2.93161 -0.63946
H 1.11421 -1.98112 -0.53570
H 0.47631 -3.35139 1.66832
H -0.40183 0.73075 -1.91541
H 2.15262 -0.14900 -0.84437
H 1.16751 0.33446 0.32731
H 2.78051 1.97792 -0.16174
H 2.42864 2.33619 -1.64324
H -3.15991 2.46678 0.43377
H -2.28872 3.42347 -0.15597
O -2.98613 3.44590 0.49949
*
```

---

Q.
Density functional theory data (the ωB97M-V functional and the def2-TZVPD basis) for a 2-piece molecular cluster, C3H12N2OS overall.

⟨S²⟩   0.75

ORCA input file:
```
! RIJCOSX wB97M-V def2-TZVPD def2/J DEFGRID3
* xyz 1 2
C -0.36441 0.58850 -0.73122
C 0.14658 1.97342 -0.59628
S 1.34577 2.54312 -1.87139
N -1.04611 0.08358 0.51905
C -1.56136 -1.25502 0.51586
N -0.45463 -2.23940 0.50840
H 0.51181 -0.24527 -1.01979
H -1.13039 0.66292 -1.54651
H -0.75736 2.64509 -0.57433
H 0.61574 2.20639 0.41653
H 1.58928 1.38607 -2.48645
H -0.41160 0.29967 1.27203
H -2.27582 -1.34246 -0.34943
H -2.15020 -1.30415 1.48199
H -0.79142 -3.05312 0.03640
H -0.36610 -2.37626 1.54775
H 1.89222 -0.12289 0.26733
H 2.87490 -0.55763 1.49896
O 2.33311 0.10742 1.11109
*
```

---

Most stable: Q (next structure +119.4 kJ/mol)

---

P.
Density functional theory data (the ωB97M-V functional and the def2-TZVPD basis) for the molecule C8H12.

ORCA input file:
```
! RIJCOSX wB97M-V def2-TZVPD def2/J DEFGRID3
* xyz 0 1
C 2.86869 0.27165 -0.91708
C 1.69041 -0.09869 -0.62178
C 0.53083 1.02934 -0.30775
C 0.58489 -1.17835 -0.46136
C -0.42293 -0.10892 0.11716
C 0.84698 2.11408 0.62777
C 1.02160 -2.32814 0.42714
C -1.75093 -0.04956 -0.45873
H 0.43443 1.52592 -1.20900
H 0.31513 -1.36032 -1.55261
H -0.47329 -0.04026 1.18126
H 1.39581 2.97642 0.15921
H 1.42206 1.73425 1.51884
H -0.14177 2.57261 0.95414
H 1.66616 -1.99549 1.27940
H 1.68856 -2.99113 -0.15756
H 0.18556 -2.90285 0.96864
H -1.66752 0.08466 -1.55900
H -2.34270 0.79744 -0.12527
H -2.35641 -1.05406 -0.27658
*
```

---

Q.
Density functional theory data (the ωB97M-V functional and the def2-TZVPD basis) for the molecule C8H12.

ORCA input file:
```
! RIJCOSX wB97M-V def2-TZVPD def2/J DEFGRID3
* xyz 0 1
C 0.50046 -1.69682 0.87421
C 1.12527 -0.96926 -0.31915
C 1.35332 0.51054 0.00590
C 2.62868 1.02402 -0.11598
C -1.09872 0.96605 -0.35483
C 0.16776 1.25050 0.32175
C -2.55887 -0.09130 -0.56013
C -2.47571 0.99161 0.33885
H -0.56197 -1.83463 0.66120
H 0.51777 -1.02040 1.72737
H 1.15960 -2.52607 1.15371
H 2.03506 -1.47253 -0.66839
H 0.43139 -1.03867 -1.18524
H 3.45778 0.38115 -0.41612
H 2.91282 2.00036 0.26958
H -0.96146 1.21331 -1.41982
H 0.09933 1.72390 1.29409
H -2.64257 -0.20621 -1.69111
H -2.99820 -1.10835 -0.18075
H -3.09172 1.90281 0.26486
*
```

---

R.
Density functional theory data (the ωB97M-V functional and the def2-TZVPD basis) for the molecule C8H12.

SMILES   C=CC1=C(C)C1(C)C

ORCA input file:
```
! RIJCOSX wB97M-V def2-TZVPD def2/J DEFGRID3
* xyz 0 1
C 3.04667 0.08901 0.18073
C 2.00392 0.93942 0.14952
C 0.65587 0.44836 0.12808
C -0.66866 0.98214 0.02413
C -1.60064 2.04060 -0.30209
C -0.45416 -0.53184 0.10033
C -0.98863 -1.37437 1.20110
C -0.48160 -1.38302 -1.22225
H 4.11944 0.27861 0.24278
H 2.75291 -0.95835 0.32345
H 1.97819 1.97791 0.25267
H -2.61854 1.59322 -0.45662
H -1.25569 2.66481 -1.12685
H -1.79926 2.76623 0.59921
H -2.15035 -1.69054 1.02163
H -0.95008 -0.81497 2.09982
H -0.37794 -2.33074 1.35436
H -0.94430 -2.35226 -1.23804
H 0.55671 -1.51324 -1.24604
H -0.82387 -0.83098 -2.08592
*
```

---

S.
Density functional theory data (the ωB97M-V functional and the def2-TZVPD basis) for the molecule C8H12.

SMILES   C=C[C@H]1C(=C)C1(C)C

ORCA input file:
```
! RIJCOSX wB97M-V def2-TZVPD def2/J DEFGRID3
* xyz 0 1
C 2.24916 -0.59941 1.81735
C 0.92960 -0.53282 1.60963
C 0.20221 -0.99684 0.40651
C -1.16867 -0.54327 0.05279
C -2.44006 -0.69755 0.27764
C -0.20592 0.30091 -0.70196
C -0.16578 1.71667 -0.13657
C -0.02181 -0.00373 -2.12674
H 2.66854 -0.19025 2.71897
H 3.07956 -0.93923 1.12475
H 0.45607 0.04098 2.37120
H 0.73442 -1.76959 -0.09335
H -3.21749 -0.19660 -0.16758
H -2.83000 -1.64591 0.60192
H 0.91786 2.05207 0.01631
H -0.63528 1.55271 0.82090
H -0.55712 2.48885 -0.83732
H 0.58884 -0.77486 -2.50020
H 0.52029 0.85719 -2.62840
H -1.10443 -0.11933 -2.62585
*
```

---

Most stable: S (next structure +27.1 kJ/mol)

---

P.
Density functional theory data (the ωB97M-V functional and the def2-TZVPD basis) for an isolated ion of composition C5H12NO and charge +1.

SMILES   CC(C)[C@H]([NH3+])C=O

ORCA input file:
```
! RIJCOSX wB97M-V def2-TZVPD def2/J DEFGRID3
* xyz 1 1
C 0.26444 0.36913 1.90824
C 0.61789 0.49666 0.36960
C 1.55552 -0.69682 0.06669
C -0.79920 0.45190 -0.45878
N -1.43749 -0.87766 -0.45262
C -0.48349 0.93199 -1.92680
O -1.05245 0.34529 -2.83370
H -0.32406 -0.51872 1.93139
H -0.28634 1.31196 2.10481
H 1.18923 0.02707 2.53511
H 1.07393 1.45560 0.24659
H 2.38607 -0.79487 0.75234
H 2.03164 -0.63673 -0.93770
H 1.01200 -1.62306 0.16580
H -1.35846 1.38020 0.11081
H -1.08171 -1.31460 -1.31531
H -1.18444 -1.23564 0.41276
H -2.46086 -0.76112 -0.57681
H 0.33778 1.68939 -2.10244
*
```

---

Q.
Density functional theory data (the ωB97M-V functional and the def2-TZVPD basis) for a 2-piece molecular cluster, C5H12NO overall.

ORCA input file:
```
! RIJCOSX wB97M-V def2-TZVPD def2/J DEFGRID3
* xyz 1 1
C -1.17068 1.23577 -0.78069
C -0.91889 1.20402 0.72759
C -1.05634 -0.13707 -0.03831
C -2.25562 -1.01655 0.17607
C 3.90637 0.03535 -0.04704
N 0.18733 -0.87583 -0.06355
O 2.74924 -0.25470 -0.11869
H -2.08020 1.62086 -1.09266
H -0.47799 1.77676 -1.43559
H 0.01671 1.63574 1.09640
H -1.73238 1.45506 1.43253
H -2.17372 -1.60398 1.03668
H -2.16249 -1.66579 -0.74574
H -3.23130 -0.61213 0.17161
H 4.37648 -0.00559 0.87210
H 4.44232 0.64489 -0.75736
H 0.15170 -1.53856 0.71585
H 1.05478 -0.36403 -0.24639
H 0.37469 -1.53420 -0.90280
*
```

---

R.
Density functional theory data (the ωB97M-V functional and the def2-TZVPD basis) for a 2-piece molecular cluster, C5H12NO overall.

ORCA input file:
```
! RIJCOSX wB97M-V def2-TZVPD def2/J DEFGRID3
* xyz 1 1
C -2.45827 0.60573 0.30958
C -1.73156 0.04510 -0.58009
C 1.29877 -1.12923 -1.13576
C 0.91806 1.90962 -0.01565
C 0.57090 -0.45587 0.01317
N 0.23745 -1.38323 1.19177
O 0.90793 0.67715 0.67945
H -3.57476 0.84486 0.34158
H -1.91176 0.70570 1.40146
H -1.79150 -0.08785 -1.71476
H 1.69800 -0.32667 -1.81458
H 0.60805 -1.56522 -1.86221
H 2.18952 -1.62182 -0.73942
H 0.13546 1.83670 -0.80832
H 1.98867 2.19560 -0.46158
H 0.59908 2.55847 0.79150
H 0.36446 -2.37917 0.88393
H -0.74092 -1.28239 1.37767
H 0.69240 -1.14749 2.14227
*
```

---

S.
Density functional theory data (the ωB97M-V functional and the def2-TZVPD basis) for a 2-piece molecular cluster, C5H12NO overall.

ORCA input file:
```
! RIJCOSX wB97M-V def2-TZVPD def2/J DEFGRID3
* xyz 1 1
C 1.99381 -2.28837 0.57168
C 1.06609 -2.01837 -0.63122
C 0.47565 -0.64122 -0.59159
C 0.26828 0.07255 0.50312
N -0.33877 1.39053 0.31099
C 0.20249 2.51238 0.54683
H 2.42034 -3.28791 0.46116
H 1.47602 -2.32609 1.52904
H 2.82222 -1.58380 0.56545
H 0.26090 -2.75120 -0.58060
H 1.64616 -2.11955 -1.52109
H 0.22494 -0.17911 -1.53434
H 0.45752 -0.22898 1.51840
H -1.20583 1.32381 -0.22664
H 1.12948 2.51619 1.09411
H -0.29684 3.41149 0.22700
H -3.14142 0.26314 -0.18377
H -3.75623 1.52360 -0.90241
O -2.95316 1.05214 -0.69375
*
```

---

Most stable: S (next structure +66.0 kJ/mol)